Density functional theory data (ωB97M-V/def2-TZVPD) for the ion C7H6NO with charge +1 at a distorted geometry.

Positions of all 15 atoms, in Å:
C1 -2.92 0.39 0.17
O1 -2.43 -0.85 0.00
C2 -1.09 -0.65 -0.10
C3 -0.92 0.74 -0.15
N1 -2.15 1.35 0.00
C4 0.37 1.39 -0.16
C5 1.47 0.31 0.15
C6 1.20 -1.13 -0.08
C7 -0.04 -1.65 -0.02
H1 0.42 1.70 -1.23
H2 0.26 2.23 0.66
H3 1.82 0.21 1.16
H4 2.47 0.45 -0.18
H5 1.95 -1.90 -0.17
H6 -0.42 -2.61 -0.06

The value obtained for the total energy is -10881.251 eV. Its SMILES is c1oc2c([n+]#1)CCC=C2. The LUMO energy (spin up / spin down) comes out at -7.69 / -6.44 eV. As for the total charge: +1. For the energy relative to the best compared isomer or geometry (same formula, charge and spin), the calculation gives 2.460 eV. The calculation puts the frontier orbital gap (spin up / spin down) at 7.9 / 7.6 eV.

Results of the Mulliken charge analysis, in e, for atoms 1 through 5:
1 C 0.4132
2 O -0.3067
3 C 0.6973
4 C 0.1565
5 N -0.4643



Density functional theory data (ωB97M-V/def2-TZVPD) for a cluster of 2 separate species, C4H12NO in total at a distorted geometry.

Positions of all 18 atoms, in Å:
C1 1.03 0.52 -1.34
C2 0.08 1.41 -0.54
C3 -1.25 0.74 -0.34
C4 -2.07 0.93 0.68
N1 1.55 -0.60 -0.44
H1 0.50 0.03 -2.15
H2 1.89 1.07 -1.71
H3 0.57 1.75 0.35
H4 -0.08 2.24 -1.22
H5 -1.68 0.23 -1.20
H6 -3.08 0.51 0.68
H7 -1.86 1.42 1.62
H8 2.17 -0.17 0.25
H9 0.76 -0.99 0.09
H10 2.05 -1.37 -0.88
H11 0.41 -2.16 2.49
H12 -0.59 -2.75 1.53
O1 0.15 -2.12 1.56

The value obtained for the total energy is -7873.381 eV. The LUMO energy comes out at -3.26 eV. As for the total charge: +1. For the energy relative to the best compared isomer or geometry (same formula, charge and spin), the calculation gives 0.910 eV. The calculation puts the frontier orbital gap at 10.3 eV.

Results of the Mulliken charge analysis, in e, for atoms 1 through 5:
1 C -0.6176
2 C -0.4391
3 C -0.0210
4 C -0.8756
5 N -0.2329



Density functional theory data (ωB97M-V/def2-TZVPD) for a structure of composition C7H19FeIO2 at a distorted geometry.

Positions of all 30 atoms, in Å:
C1 0.19 -0.99 -4.50
C2 1.28 0.17 -4.05
H1 0.70 -1.85 -4.95
H2 -0.45 -0.49 -5.25
H3 -0.59 -1.43 -3.81
H4 1.43 0.59 -3.03
H5 2.28 -0.17 -4.38
H6 0.97 1.05 -4.63
Fe1 0.36 -0.73 -2.59
C3 -1.09 0.52 -2.14
H7 -0.63 1.50 -1.92
H8 -1.67 0.15 -1.27
H9 -1.70 0.57 -3.07
I1 0.33 -2.78 -1.26
C4 1.79 0.26 0.75
O1 0.39 0.03 0.90
C5 0.10 -0.94 1.89
C6 -1.40 -1.21 1.88
O2 -2.17 -0.26 1.15
C7 -2.14 1.05 1.68
H10 2.37 -0.68 0.66
H11 2.19 0.85 1.59
H12 1.91 0.83 -0.18
H13 0.63 -1.88 1.67
H14 0.38 -0.57 2.89
H15 -1.58 -2.18 1.39
H16 -1.75 -1.25 2.93
H17 -1.12 1.39 1.90
H18 -2.74 1.11 2.59
H19 -2.57 1.68 0.90

The expectation value of S² is 6.0201. As for the multiplicity: 5. The value obtained for the total energy is -54145.645 eV. The LUMO energy (spin up / spin down) comes out at 0.41 / 0.12 eV. For the energy relative to the best compared isomer or geometry (same formula, charge and spin), the calculation gives 2.799 eV. The calculation puts the frontier orbital gap (spin up / spin down) at 7.9 / 8.6 eV.

Results of the Mulliken charge analysis, in e, for atoms 1 through 5:
1 C -0.7384
2 C -0.3899
3 H 0.3728
4 H 0.3745
5 H 0.3333



Density functional theory data (ωB97M-V/def2-TZVPD) for the molecule C3H7NS2 at a distorted geometry.

Positions of all 13 atoms, in Å:
C1 -2.51 -0.39 0.19
N1 -1.55 0.72 -0.30
C2 -0.14 0.45 -0.19
S1 1.02 1.55 0.05
S2 0.10 -1.20 -0.08
C3 1.97 -1.20 0.10
H1 -3.61 0.00 0.27
H2 -2.48 -1.12 -0.46
H3 -1.91 -0.63 1.25
H4 -1.87 1.58 0.53
H5 2.14 -2.20 0.20
H6 2.31 -0.48 1.00
H7 2.37 -0.89 -0.82

The value obtained for the total energy is -26382.349 eV. Its SMILES is CNC(=S)SC. The LUMO energy comes out at 0.34 eV. For the energy relative to the best compared isomer or geometry (same formula, charge and spin), the calculation gives 2.826 eV. The calculation puts the frontier orbital gap at 8.8 eV.

Results of the Mulliken charge analysis, in e, for atoms 1 through 5:
1 C -0.8364
2 N -0.3986
3 C 0.3141
4 S -0.3624
5 S 0.0203



Density functional theory data (ωB97M-V/def2-TZVPD) for a structure of composition C7H11I2LuN2O2 at a distorted geometry.

Positions of all 25 atoms, in Å:
C1 1.17 -4.95 -1.06
I1 3.69 -0.64 -0.13
H1 2.12 -5.14 -1.66
H2 0.36 -4.56 -1.73
H3 0.97 -5.89 -0.53
C2 -1.93 2.46 -0.90
C3 -0.63 1.35 0.58
N1 -1.87 1.83 0.33
H4 -0.18 2.94 -2.26
I2 2.38 0.52 3.40
N2 0.12 1.89 -0.46
H5 -2.84 2.83 -1.32
Lu1 1.23 -0.08 0.80
C4 0.53 -3.42 0.88
O1 0.49 -4.47 1.43
C5 -0.67 2.51 -1.40
C6 1.58 1.94 -0.51
H6 2.00 2.14 0.52
H7 1.91 2.79 -1.14
H8 1.99 1.06 -1.00
C7 -3.03 1.78 1.19
H9 -3.89 2.05 0.57
H10 -2.94 2.47 2.04
H11 -3.15 0.78 1.59
O2 0.61 -2.22 0.77

The value obtained for the total energy is -64330.882 eV. The LUMO energy (spin up / spin down) comes out at 4.58 / 4.59 eV. As for the total charge: -2. The calculation puts the frontier orbital gap (spin up / spin down) at 2.2 / 2.1 eV.

Results of the Mulliken charge analysis, in e, for atoms 1 through 5:
1 C -0.8825
2 I -0.5097
3 H 0.1584
4 H 0.1664
5 H 0.1376